Here is a 2-piece molecular cluster, C8H16BN3 overall from the OMol25 dataset. Energies are from ωB97M-V with the def2-TZVPD basis set.

HOMO level (spin up / spin down): -6.08 / -7.37 eV
Kohn-Sham gap (spin up / spin down): 6.3697 / 7.9254 eV
Energy relative to the best compared isomer or geometry (same formula, charge and spin): 48.7 kcal per mole
Max |F|: 0.036 hartree/bohr

Last columns: bonded neighbours and bond lengths (Å).
Positions of all 28 atoms, in Å:
1 B 0.50 -0.56 0.17  C5 1.493, N12 1.352
2 C 3.95 0.61 -0.58  C3 1.397, C4 1.376, H13 1.072
3 C 2.94 -0.35 -0.72  C2 1.397, C5 1.397, H14 1.073
4 C 3.47 1.60 0.25  C2 1.376, N10 1.350, H15 1.073
5 C 1.85 0.07 0.05  B1 1.493, C3 1.397, N10 1.374
6 C -1.87 1.61 -1.20  N11 1.430, H16 1.103, H17 1.104, H18 1.091
7 C -1.41 2.23 1.03  N11 1.428, H19 1.103, H20 1.091, H21 1.108
8 C 0.52 -3.01 0.59  N12 1.452, H22 1.094, H23 1.087, H24 1.094
9 C -1.58 -1.88 0.16  N12 1.453, H25 1.093, H26 1.093, H27 1.091
10 N 2.21 1.26 0.62  C4 1.350, C5 1.374, H28 1.006
11 N -1.76 1.17 0.15  C6 1.430, C7 1.428
12 N -0.14 -1.75 0.31  B1 1.352, C8 1.452, C9 1.453
13 H 4.92 0.58 -1.03  C2 1.072
14 H 2.99 -1.25 -1.29  C3 1.073
15 H 3.94 2.49 0.61  C4 1.073
16 H -2.70 2.32 -1.31  C6 1.103
17 H -0.96 2.13 -1.57  C6 1.104
18 H -2.06 0.75 -1.85  C6 1.091
19 H -2.24 2.96 1.11  C7 1.103
20 H -1.23 1.83 2.03  C7 1.091
21 H -0.53 2.81 0.71  C7 1.108
22 H 0.31 -3.72 -0.21  C8 1.094
23 H 1.59 -2.86 0.67  C8 1.087
24 H 0.15 -3.42 1.53  C8 1.094
25 H -2.02 -0.88 0.17  C9 1.093
26 H -1.82 -2.38 -0.78  C9 1.093
27 H -1.98 -2.48 0.98  C9 1.091
28 H 1.59 1.82 1.18  N10 1.006

Atom charges from the natural (NBO) analysis, given in e for atoms 1 to 6:
1 B 0.999
2 C -0.314
3 C -0.216
4 C -0.034
5 C -0.357
6 C -0.441